C6H15N2 | ωB97M-V/def2-TZVPD

```
! RIJCOSX wB97M-V def2-TZVPD def2/J DEFGRID3
* xyz 1 1
C 0.048 -3.074 0.117
C 0.563 -1.749 -0.458
C -0.612 -0.753 -0.282
C -0.242 0.650 -0.823
C -0.754 0.964 -2.075
C 0.994 2.637 -0.555
N 0.546 1.343 -0.018
N -0.475 0.723 2.862
H 0.714 -3.932 0.051
H -0.856 -3.341 -0.439
H -0.265 -2.963 1.156
H 1.355 -1.343 0.177
H -1.583 -1.166 -0.547
H 0.978 -1.869 -1.459
H -1.679 0.519 -2.416
H -0.236 1.639 -2.754
H 1.323 3.309 0.233
H 1.859 2.392 -1.185
H 0.227 3.129 -1.140
H -1.348 1.232 3.005
H -0.639 -0.534 0.791
H -0.013 1.186 2.087
H 0.094 1.001 3.672
*
```

As for the highest occupied orbital energy: -13.4 eV.

***

C4H8NO | ωB97M-V/def2-TZVPD

```
! RIJCOSX wB97M-V def2-TZVPD def2/J DEFGRID3
* xyz 1 1
C 0.961 -0.330 0.841
C -0.069 0.269 1.414
C 1.854 -0.954 0.169
C -1.093 0.302 -0.457
N -0.351 1.082 -1.224
O -1.202 -0.951 -0.846
H -0.720 -0.298 2.064
H -0.055 1.336 1.592
H 1.694 -1.282 -0.848
H 2.815 -1.207 0.589
H -1.914 0.762 0.088
H -0.329 2.082 -1.119
H 0.294 0.655 -1.872
H -1.885 -1.464 -0.390
*
```

As for the highest occupied orbital energy: -14.5 eV.